Entry 1:
Here is a cluster of 2 separate species, C7H17N3O2 in total in a non-equilibrium geometry from OMol25. Energies are from ωB97M-V with the def2-TZVPD basis set.

Values from the calculation:
**E_LUMO**: -8.3303 eV
**HOMO-LUMO gap**: 9.3 eV
**Net charge**: +2

Geometry (Å):
C  1.038  -2.052  0.624
C  0.105  0.940  2.391
C  -1.219  0.807  1.429
C  1.222  1.155  1.438
C  -0.592  0.737  0.020
C  -1.014  -0.861  -3.182
C  -1.219  -0.354  -0.885
N  0.288  -1.994  1.591
N  0.859  0.418  0.238
N  1.545  0.901  -0.999
O  1.714  -2.099  -0.320
O  -0.378  -0.372  -2.013
H  0.027  1.830  2.898
H  0.330  0.051  2.968
H  -1.794  -0.102  1.606
H  -1.870  1.605  1.577
H  1.290  2.241  1.006
H  2.249  0.919  1.752
H  -0.603  1.737  -0.546
H  -0.227  -0.720  -3.884
H  -2.008  -0.338  -3.268
H  -1.095  -1.941  -3.062
H  -2.237  -0.233  -1.150
H  -1.195  -1.438  -0.418
H  -0.062  -1.066  1.911
H  0.101  -2.703  2.343
H  1.214  1.873  -1.096
H  1.007  0.400  -1.753
H  2.523  0.659  -1.216

=====

Entry 2:
Here is a cluster of 2 separate species, C3H11N2O in total in a non-equilibrium geometry from OMol25. Energies are from ωB97M-V with the def2-TZVPD basis set.

Values from the calculation:
**E_LUMO**: -3.3564 eV
**HOMO-LUMO gap**: 11.0 eV
**Net charge**: +1

Geometry (Å):
C  -0.095  0.673  1.903
N  0.017  -0.683  1.334
H  0.243  -1.314  2.105
H  0.778  -0.869  0.696
H  -0.888  -1.068  1.059
H  -0.093  0.290  2.963
H  0.804  1.077  2.364
H  -1.060  1.125  2.150
C  0.814  0.644  -1.035
C  -0.470  -0.146  -1.285
O  -1.357  -0.469  -0.477
N  -0.672  -0.475  -2.557
H  1.137  1.018  -2.005
H  1.651  0.005  -0.737
H  -1.493  -1.011  -2.772
H  -0.004  -0.327  -3.288
H  0.687  1.530  -0.418

=====

Entry 3:
Here is an isolated molecule of C13H19NO3S3 from OMol25. Energies are from ωB97M-V with the def2-TZVPD basis set.

Values from the calculation:
**SMILES**: CSc1sc(C(=O)NCC2CC2)cc1S(=O)(=O)C(C)C
**E_LUMO**: -0.0480 eV
**HOMO-LUMO gap**: 8.6 eV

Geometry (Å):
C  -3.507  -2.808  0.431
H  -3.978  -2.154  -0.297
H  -3.995  -3.778  0.443
H  -3.502  -2.383  1.430
S  -1.800  -3.147  -0.082
C  -0.985  -1.608  -0.045
C  -1.332  -0.313  -0.338
C  -0.253  0.586  -0.206
C  0.920  0.001  0.173
S  0.698  -1.711  0.395
C  2.204  0.705  0.367
O  2.276  1.916  0.299
N  3.255  -0.099  0.644
H  3.124  -1.098  0.652
C  4.601  0.401  0.770
C  5.499  0.020  -0.394
C  4.954  -0.052  -1.787
C  5.375  -1.307  -1.081
H  6.280  -1.799  -1.404
H  4.608  -1.996  -0.760
H  5.563  0.313  -2.599
H  3.899  0.125  -1.926
H  6.500  0.417  -0.276
H  5.036  0.029  1.705
H  4.520  1.491  0.826
H  -0.343  1.633  -0.428
S  -2.892  0.370  -0.910
O  -3.652  -0.654  -1.583
O  -2.569  1.548  -1.661
C  -3.808  0.879  0.601
C  -5.130  1.422  0.100
H  -4.944  2.281  -0.542
H  -5.767  1.727  0.927
H  -5.644  0.663  -0.486
C  -2.972  1.906  1.331
H  -2.714  2.708  0.644
H  -3.526  2.327  2.167
H  -2.052  1.466  1.712
H  -3.948  -0.028  1.188